# 1
C55H38N8O6S6Sn | ωB97M-V with the def2-TZVPD basis set

## Properties
- multiplicity = 1
- charge = -2
- energy (eV) = -152701.3364
- HOMO-LUMO gap (eV) = 4.4
- ΔE to the lowest compared entry with this formula, charge and spin (eV) = 1.367

```
114
Properties=species:S:1:pos:R:3:forces:R:3:mulliken_charge:R:1
Sn -0.723356 -0.862400 -0.158479 -1.21 -0.82 0.54 1.75
S 4.380544 2.106000 4.934821 -0.45 0.25 -0.27 -0.30
C 3.869244 3.707300 5.303921 0.13 -0.24 -0.04 -0.39
C 2.783744 4.075000 4.576021 0.21 0.18 0.24 -0.62
C 2.339144 3.059900 3.705621 0.11 -0.50 -0.16 -0.25
C 3.095744 1.920800 3.764721 0.29 0.70 0.60 0.50
C 2.929144 0.695800 3.022021 0.22 -0.89 -0.28 0.64
C 1.925144 0.609200 2.026321 0.42 0.20 0.21 -1.55
N 1.684844 -0.465800 1.338821 -0.03 -0.19 -0.14 0.91
C 2.456744 -1.541600 1.514121 0.62 0.10 0.64 -0.91
C 3.517344 -1.569000 2.452221 -0.47 0.11 -0.32 0.62
C 4.330144 -2.733500 2.549421 0.10 -0.38 -0.08 -0.96
C 4.122544 -3.802900 1.742521 0.21 0.14 0.29 -1.07
C 3.088944 -3.795500 0.760921 -0.41 0.39 -0.12 0.75
C 2.863044 -4.859800 -0.122879 -0.49 0.14 -0.42 -1.19
C 1.864144 -4.751900 -1.077579 0.49 0.39 0.78 0.35
C 1.109844 -3.557600 -1.103479 0.31 -0.58 -0.26 0.21
N 1.282644 -2.575500 -0.273179 -0.15 0.26 0.04 1.47
C 2.245444 -2.663000 0.653921 0.46 -0.66 0.07 -0.87
C 1.530844 -5.802400 -2.008579 -0.03 -0.90 -0.49 0.56
C 0.502444 -5.843800 -2.913179 0.32 0.21 0.34 -0.19
C 0.439044 -7.059300 -3.625179 0.13 -0.29 -0.10 -0.83
C 1.416244 -7.934300 -3.273679 0.18 0.06 0.20 -0.29
S 2.442144 -7.294700 -2.050079 -0.46 0.32 -0.21 -0.27
C 3.722644 -0.419700 3.226821 -0.35 0.38 -0.15 -1.30
H 4.403444 4.269600 6.045021 0.06 0.17 0.12 0.46
H 2.301144 5.033000 4.663321 -0.07 0.12 0.06 0.45
H 1.467044 3.150800 3.085021 -0.24 -0.01 -0.13 0.42
H 1.300344 1.453800 1.802021 -0.04 0.19 -0.03 0.99
H 5.125044 -2.739400 3.283221 0.08 -0.05 0.05 0.43
H 4.747444 -4.682900 1.820921 0.06 -0.05 0.02 0.42
H 3.461644 -5.760300 -0.057979 0.09 -0.01 0.08 0.40
H 0.335444 -3.421200 -1.834179 -0.03 -0.23 0.09 -1.47
H -0.176556 -5.026500 -3.087279 -0.14 0.18 0.00 0.54
H -0.310056 -7.266700 -4.369579 -0.09 -0.05 -0.12 0.41
H 1.602544 -8.920800 -3.650779 -0.01 -0.19 -0.12 0.44
H 4.513144 -0.397900 3.967421 0.05 -0.10 0.04 0.39
C -3.838156 2.411800 -6.211579 0.07 0.06 0.01 -1.67
C -3.216256 1.296700 -5.431679 -0.02 0.00 0.06 1.33
C -2.539056 0.278200 -6.092979 0.07 0.03 0.06 -1.02
C -1.899456 -0.717100 -5.377379 -0.03 -0.08 -0.31 -1.08
C -1.912956 -0.690800 -3.994979 0.27 -0.49 -0.05 0.35
C -2.577556 0.313700 -3.323779 -0.13 0.05 0.22 -0.26
C -3.248856 1.286500 -4.043879 0.00 -0.15 -0.24 -1.31
S -0.944056 -1.961500 -3.174679 -0.47 -0.69 0.49 1.38
O -0.940056 -3.111900 -4.069779 -0.25 0.17 -0.35 -0.83
O 0.359644 -1.372500 -2.959979 0.37 0.28 -0.12 -0.04
N -1.520056 -2.356400 -1.754579 1.78 1.05 -0.94 0.21
C -2.858456 -2.798200 -1.691379 -1.48 0.24 0.54 -1.08
C -3.795056 -1.696900 -1.057879 0.33 -1.30 -0.84 0.45
O -4.996756 -1.877400 -1.193479 -1.07 -0.10 -0.05 -0.85
O -3.215956 -0.751000 -0.485679 0.90 1.06 0.78 -0.64
H -4.237056 2.050900 -7.157179 -0.08 0.03 -0.10 0.46
H -3.069756 3.156800 -6.422879 -0.11 0.07 -0.09 0.21
H -4.631456 2.893100 -5.646679 -0.14 0.06 0.03 0.36
H -2.516956 0.277100 -7.175679 0.02 -0.05 -0.08 0.37
H -1.394356 -1.535400 -5.868679 0.04 -0.03 -0.11 0.50
H -2.609756 0.338500 -2.247679 -0.02 -0.15 0.27 0.53
H -3.804056 2.045100 -3.513679 -0.04 0.11 0.06 0.51
H -2.933156 -3.656700 -1.015879 -0.03 -0.11 -0.14 0.46
H -3.250856 -3.072000 -2.676979 -0.15 -0.10 0.18 0.40
O 1.062144 3.334100 -7.001179 -0.69 -0.01 0.64 -0.69
N 0.225244 3.263800 -6.088879 -0.38 1.14 -2.14 1.02
O -0.885856 3.798600 -6.189979 1.01 -0.53 0.23 -0.63
C 0.584744 2.552300 -4.925079 1.19 -1.41 1.22 0.05
C 1.660544 1.699000 -5.036379 -0.72 0.80 -0.47 -0.66
C 2.161644 0.984300 -3.936579 -0.05 -0.27 0.77 1.51
C 3.308144 0.172400 -4.026379 -0.13 0.01 0.17 -1.01
C 3.743444 -0.471800 -2.898179 0.14 -0.06 -0.32 -1.26
C 3.033744 -0.292800 -1.704179 -0.05 0.12 -0.04 0.18
N 1.966544 0.457000 -1.590679 0.20 0.06 0.39 0.13
C 1.515744 1.079600 -2.678679 0.33 0.06 -0.65 -0.57
C 0.339844 1.903700 -2.564179 -0.36 0.49 -0.41 -0.05
N -0.291656 1.908000 -1.387179 0.24 0.38 0.14 -0.03
C -1.331756 2.689700 -1.211379 0.04 0.00 0.06 -0.22
C -1.769856 3.583100 -2.189779 0.20 0.04 -0.35 -0.95
C -1.153556 3.581600 -3.422079 -0.23 0.22 0.32 -0.71
C -0.096356 2.692600 -3.664179 -0.17 -0.01 0.12 0.74
H 2.138844 1.585100 -5.998279 0.00 0.04 -0.02 0.53
H 3.825944 0.083400 -4.973679 0.01 -0.04 -0.01 0.40
H 4.622644 -1.102800 -2.914179 -0.01 -0.02 0.00 0.44
H 3.371844 -0.777100 -0.797079 0.07 -0.04 0.05 0.45
H -1.821156 2.609000 -0.246279 -0.02 0.00 0.07 0.31
H -2.590056 4.255600 -1.989079 -0.08 0.04 0.04 0.47
H -1.487356 4.246700 -4.204479 -0.03 -0.09 0.13 0.50
S -4.403656 5.066000 4.908621 -0.75 0.38 0.04 -0.50
C -3.208956 4.069600 4.353821 0.09 -0.12 -0.14 0.30
S -3.432956 3.038000 2.957821 1.02 -0.01 0.69 -0.13
C -1.740456 2.395600 3.203021 -1.13 0.47 0.00 -0.46
N -1.180056 2.989900 4.197721 1.07 -0.44 0.04 -0.69
N -1.960256 3.887500 4.854721 -1.12 0.01 -0.72 0.44
C -1.360956 4.430700 5.995321 0.37 0.21 0.59 0.59
C -0.129056 3.887100 6.376321 0.01 -0.11 -0.06 -0.42
C 0.551344 4.382000 7.466021 0.01 0.10 0.12 -0.56
C 0.021544 5.425500 8.207321 0.01 0.09 0.16 -0.46
C -1.211156 5.944900 7.852321 0.21 0.01 0.14 -0.69
C -1.903556 5.462300 6.756921 -0.22 0.09 -0.09 -0.47
S -1.062156 1.194600 2.285021 -0.15 -0.20 -0.47 -0.13
H 0.272844 3.076900 5.792921 0.06 -0.02 0.03 0.63
H 1.502544 3.946200 7.736821 0.09 -0.04 -0.01 0.39
H 0.562144 5.826200 9.053221 0.02 0.02 0.10 0.37
H -1.645656 6.741600 8.439621 -0.05 0.09 0.01 0.35
H -2.862156 5.877600 6.499821 0.06 0.00 -0.02 0.18
C -2.334256 -3.970800 3.677421 -0.05 -0.14 0.12 -0.40
C -1.324156 -4.441900 2.859721 0.09 -0.28 0.12 -0.88
C -0.852956 -3.662100 1.814821 0.09 0.14 -0.15 -0.29
C -1.361356 -2.391600 1.549921 0.31 0.41 -0.73 0.96
C -2.397456 -1.955700 2.375721 -0.02 0.11 -0.09 -0.37
C -2.878056 -2.724100 3.421121 -0.14 0.02 0.16 -0.88
H -2.700156 -4.575000 4.498721 -0.03 -0.03 0.04 0.33
H -0.898756 -5.424900 3.035421 0.01 -0.04 0.00 0.39
H -0.071856 -4.076700 1.190021 0.10 -0.09 -0.03 0.19
H -2.839556 -0.987900 2.191821 -0.10 0.08 -0.01 0.49
H -3.682856 -2.350000 4.041821 -0.06 0.05 0.03 0.39
```
Positions in Å, forces in eV/Å.

# 2
C55H40F3N2O3P2PdSSbTe | ωB97M-V with the def2-TZVPD basis set

## Properties
- multiplicity = 1
- charge = -2
- energy (eV) = -121681.8963
- HOMO-LUMO gap (eV) = 5.3
- ΔE to the lowest compared entry with this formula, charge and spin (eV) = 1.953

```
109
Properties=species:S:1:pos:R:3:forces:R:3:mulliken_charge:R:1
Pd -0.527102 -1.059572 -0.643984 -0.15 -0.14 0.41 -0.21
Te 2.985565 -2.036942 1.976897 -0.03 0.20 -0.05 0.40
C 3.854828 -1.086295 3.648889 -0.03 0.06 -0.07 0.31
C 4.059829 -1.773882 4.837245 0.04 -0.02 0.09 -0.43
C 4.598286 -1.098046 5.920999 0.02 0.04 -0.02 -0.33
N 4.941540 0.190184 5.902963 -0.04 -0.03 -0.12 -0.70
C 4.741543 0.836166 4.748195 0.02 0.00 0.05 -0.50
C 4.209407 0.254554 3.607062 -0.04 0.05 0.08 -0.22
C 2.160729 -0.323203 1.111345 -0.44 -0.66 -0.21 -0.88
P 2.460319 -0.148596 -0.617084 0.35 0.38 0.20 0.77
C 1.558803 -1.399898 -1.631970 0.16 0.19 -0.14 -0.33
C 1.258647 -1.046438 -2.959802 0.08 -0.08 -0.08 -0.50
C 0.917565 -2.013204 -3.893711 -0.04 0.00 0.06 -1.25
C 0.837762 -3.350282 -3.521339 0.00 0.02 -0.03 -0.48
C 1.062589 -3.713226 -2.203666 -0.03 0.05 0.06 -1.12
C 1.403481 -2.747335 -1.258157 0.13 0.03 -0.04 1.38
C 4.213098 -0.512102 -0.959267 -0.04 -0.07 0.10 0.52
C 4.664700 -1.768114 -1.353293 -0.01 -0.02 -0.05 -0.32
C 6.017875 -1.997359 -1.562748 -0.02 0.03 0.02 -0.77
C 6.930714 -0.967851 -1.377916 -0.03 0.03 0.01 -0.51
C 6.483775 0.291328 -0.997690 0.01 -0.03 -0.02 -0.74
C 5.131466 0.522779 -0.789451 -0.05 0.00 0.01 -0.10
P 0.344807 -0.170452 1.372750 0.57 0.37 -0.31 2.10
C 0.092460 -0.633406 3.133829 -0.07 -0.06 -0.10 0.51
C 0.602589 0.168927 4.153011 -0.03 -0.03 -0.01 -0.62
C 0.446878 -0.201234 5.480883 0.00 -0.01 -0.01 -0.48
C -0.236675 -1.367580 5.805545 0.01 0.02 -0.02 -0.64
C -0.758307 -2.166688 4.797606 0.03 0.04 -0.03 -0.57
C -0.588322 -1.798057 3.468637 0.02 -0.09 0.02 -0.06
C 0.084553 1.637959 1.368221 -0.17 -0.06 0.09 -0.15
C -1.285597 2.186236 1.239732 0.14 -0.17 0.04 -0.74
C -1.522469 3.410907 0.776773 0.02 0.08 -0.07 -1.40
C -0.431718 4.290106 0.242367 0.03 -0.02 -0.01 0.13
C 1.004315 3.751855 0.493797 0.00 -0.03 -0.08 -0.47
C 1.131097 2.449611 1.191760 0.10 0.08 -0.09 -1.01
H 3.778236 -2.816297 4.939079 0.00 0.01 0.00 0.31
H 4.750548 -1.621233 6.860901 0.01 0.01 0.02 0.34
H 5.022262 1.884303 4.732962 0.00 0.00 0.01 0.42
H 4.042859 0.838604 2.707164 0.02 -0.02 0.03 0.45
H 1.340641 -0.006240 -3.244361 -0.02 0.00 0.00 0.37
H 0.710130 -1.717921 -4.915442 0.01 -0.01 0.00 0.35
H 0.580749 -4.106497 -4.254104 0.00 0.01 0.01 0.40
H 0.983138 -4.750814 -1.902468 -0.03 0.01 0.01 0.47
H 1.654515 -3.066629 -0.252726 -0.09 0.05 0.02 -0.30
H 3.960398 -2.576183 -1.508247 0.01 0.00 0.02 0.28
H 6.357279 -2.980509 -1.867343 -0.01 0.01 0.00 0.40
H 7.987819 -1.144773 -1.541235 0.00 0.01 0.00 0.35
H 7.183358 1.108793 -0.874860 0.00 0.00 0.01 0.45
H 4.779521 1.517370 -0.538093 -0.01 -0.02 0.00 -0.05
H 1.131263 1.079453 3.895790 0.00 0.00 -0.01 0.31
H 0.867808 0.418200 6.263697 0.00 0.00 0.00 0.42
H -0.360016 -1.653920 6.843275 0.01 0.00 0.00 0.35
H -1.285372 -3.080971 5.044049 0.00 0.00 0.00 0.45
H -0.963880 -2.436449 2.674992 0.00 0.01 -0.02 0.21
H -2.115252 1.578536 1.588368 0.01 -0.04 0.00 0.93
H -2.542192 3.787047 0.754196 0.00 0.00 -0.02 0.31
H -0.576948 5.321961 0.573472 0.03 0.02 0.03 0.49
H 1.726872 4.484088 0.847054 -0.03 0.01 0.02 0.54
H 2.139268 2.079983 1.326800 0.00 0.00 -0.01 0.67
O 3.978231 4.549266 0.376346 -0.02 -0.04 0.04 -0.69
S 4.128141 4.033813 -1.027744 0.09 -0.07 -0.16 0.79
O 4.882999 4.981734 -1.906172 0.02 0.00 0.12 -0.74
N 2.295391 1.357751 -1.146332 -0.09 -0.23 0.09 0.09
C 1.176150 2.034938 -1.437427 -0.04 0.09 -0.01 -1.22
O 0.132979 1.555932 -1.901752 0.07 -0.05 0.00 -0.57
C 1.199236 3.547867 -1.083611 0.11 0.05 0.18 3.17
C -0.207259 4.194320 -1.297155 -0.01 0.09 0.00 0.22
C -0.245891 5.468831 -2.076658 -0.07 -0.09 0.04 -1.16
C 0.861998 6.018528 -2.567924 0.20 -0.04 -0.02 -0.64
C 2.193418 5.450331 -2.304939 -0.25 0.06 -0.18 -0.35
C 2.377618 4.328682 -1.613278 -0.16 0.04 0.09 -1.49
H -0.885009 3.465748 -1.746308 0.01 -0.04 -0.01 0.25
H -1.217572 5.920102 -2.263748 0.01 -0.01 0.02 0.37
H 0.797802 6.931274 -3.153521 0.02 0.00 0.00 0.34
H 3.080808 5.990668 -2.620636 -0.01 0.01 0.01 0.53
F -6.434647 -0.949740 3.861703 0.00 0.01 -0.01 -0.38
C -5.665654 -0.729112 2.762198 -0.02 -0.01 0.04 0.40
C -4.312638 -0.977449 2.831622 0.04 0.01 -0.02 -1.09
C -3.546602 -0.750485 1.694227 0.03 0.02 -0.02 0.47
C -4.104629 -0.292819 0.500121 -0.07 0.00 0.03 0.41
C -5.478297 -0.043846 0.490949 0.00 0.05 -0.02 -0.52
C -6.269046 -0.258757 1.615958 0.05 0.02 -0.07 -0.86
Sb -2.826200 0.106055 -1.221724 -0.35 -0.08 0.07 1.13
C -4.546482 -0.131959 -2.581070 -0.08 0.08 -0.09 -0.81
C -4.868947 0.942800 -3.407909 -0.03 -0.07 0.00 -0.50
C -5.968436 0.906600 -4.267921 0.09 0.03 0.07 -0.65
C -6.741877 -0.230071 -4.278639 -0.04 -0.05 -0.01 0.41
F -7.820269 -0.284910 -5.106102 0.01 0.01 0.00 -0.37
C -6.466738 -1.324635 -3.480617 0.04 0.02 0.02 -0.80
C -5.365263 -1.263035 -2.638927 0.04 0.03 0.03 0.30
C -2.390329 -2.052942 -1.601064 -0.04 -0.07 -0.06 -0.53
C -2.424457 -2.519736 -2.926389 0.13 0.09 0.01 -0.65
C -2.402605 -3.866309 -3.231830 0.01 0.00 0.06 -0.90
C -2.299333 -4.770155 -2.187171 0.03 -0.06 -0.10 0.28
F -2.257970 -6.098588 -2.483526 -0.01 0.02 0.00 -0.42
C -2.239707 -4.378837 -0.876294 0.06 0.08 0.08 -0.69
C -2.302206 -3.010720 -0.583884 -0.30 -0.09 0.07 1.16
H -3.864645 -1.327769 3.753332 0.01 0.00 -0.01 0.57
H -2.478397 -0.925924 1.745647 0.04 0.01 -0.01 -0.31
H -5.958395 0.329645 -0.406002 0.01 -0.02 -0.01 0.44
H -7.333679 -0.063278 1.609762 0.00 0.00 -0.01 0.43
H -4.251885 1.836106 -3.392065 0.00 -0.01 0.01 0.36
H -6.219932 1.736961 -4.914979 0.01 0.00 0.01 0.43
H -7.105864 -2.197386 -3.526117 0.01 0.00 0.00 0.43
H -5.139183 -2.118876 -2.011054 0.00 0.01 0.00 0.50
H -2.486018 -1.807970 -3.742464 0.00 0.02 0.01 0.46
H -2.443204 -4.221359 -4.253536 0.01 0.00 0.00 0.43
H -2.158294 -5.121376 -0.092909 -0.02 0.01 0.00 0.45
H -2.379228 -2.720613 0.456225 0.03 0.03 -0.04 -0.01
```
Positions in Å, forces in eV/Å.